# 1
{
  "formula": "C8H12N2S2",
  "method": "ωB97M-V with the def2-TZVPD basis set",
  "symbols": ["C", "C", "C", "C", "C", "C", "C", "C", "H", "H", "H", "H", "H", "H", "H", "H", "H", "H", "H", "H", "N", "N", "S", "S"],
  "coordinates": [[0.18388, 3.89689, 1.34019], [1.25196, 3.32163, 0.33822], [0.69785, 2.14639, -0.55612], [0.27175, 0.94202, 0.27954], [-0.42901, -1.66957, 0.18215], [-0.90707, -4.09360, 0.12549], [-1.25294, -4.94207, -0.87802], [-0.50891, -3.16733, -1.83978], [0.04885, 3.25171, 2.19702], [-0.75689, 4.09483, 0.80041], [0.49709, 4.88609, 1.76048], [1.66200, 4.11523, -0.26538], [2.13552, 2.92418, 0.85052], [1.57529, 1.81965, -1.14078], [-0.16551, 2.46132, -1.17445], [1.06943, 0.68339, 0.96157], [-0.61203, 1.15096, 0.88809], [-0.89259, -4.18027, 1.13734], [-1.58159, -6.01153, -0.79340], [-0.13661, -2.47971, -2.62019], [-0.69530, -2.84915, -0.48279], [-0.89343, -4.35631, -2.06573], [-0.02945, -0.37856, -0.88224], [-0.53229, -1.56618, 1.83784]],
  "total_energy_ev": -33140.451,
  "smiles": "CCCCSC(=S)n1ccnc1",
  "gap_ev": 8.476,
  "multiplicity": 1,
  "e_lumo_ev": -0.454,
  "de_lowest_kcal_mol": 5.5
}

***

# 2
{
  "formula": "C7H16F3NO13S3Sn",
  "method": "ωB97M-V with the def2-TZVPD basis set",
  "symbols": ["C", "O", "C", "C", "N", "H", "H", "C", "C", "O", "C", "H", "H", "H", "H", "H", "H", "H", "H", "H", "H", "H", "H", "H", "H", "Sn", "S", "O", "O", "O", "O", "S", "O", "O", "O", "O", "C", "F", "F", "F", "S", "O", "O", "O"],
  "coordinates": [[-30.89488, -0.31626, -3.90244], [-29.86746, 0.54855, -4.40194], [-28.54553, 0.27724, -3.94484], [-28.50360, 0.53538, -2.46206], [-28.99206, 1.96084, -2.14842], [-29.85209, 2.32682, -2.61171], [-29.18076, 2.02804, -1.15187], [-27.96366, 3.08774, -2.37670], [-26.90358, 3.13866, -1.26659], [-27.38737, 2.57250, -0.06843], [-26.32498, 2.50669, 0.86596], [-31.33770, 0.08328, -2.98626], [-30.47596, -1.29276, -3.64390], [-31.73924, -0.44305, -4.57717], [-27.89592, 0.90947, -4.55312], [-28.31562, -0.76867, -4.15944], [-27.49619, 0.43137, -2.05925], [-29.07317, -0.27190, -2.00201], [-28.57954, 3.97216, -2.21689], [-27.70630, 3.10167, -3.43392], [-26.66491, 4.19948, -1.15100], [-25.94972, 2.71490, -1.59613], [-26.88194, 2.40383, 1.79885], [-25.69919, 3.39218, 1.00393], [-25.62559, 1.68261, 0.70969], [-30.42155, 2.71048, -6.29811], [-32.40950, 3.01061, -3.30131], [-30.93964, 2.93919, -3.26742], [-33.02754, 2.35682, -2.11974], [-33.01068, 4.33928, -3.01376], [-32.84559, 2.54267, -4.60936], [-27.14757, 1.99594, -7.38121], [-26.30675, 1.00980, -6.69217], [-26.38364, 2.65238, -8.42458], [-28.40092, 1.36465, -7.90417], [-27.68036, 3.02187, -6.47502], [-29.28377, 6.94239, -2.91651], [-29.32731, 6.20020, -1.79875], [-30.49886, 7.34268, -3.26819], [-28.51583, 7.98694, -2.59921], [-28.44354, 5.90448, -4.28925], [-29.38461, 4.85429, -4.67657], [-28.14625, 6.79419, -5.38669], [-27.22837, 5.34864, -3.70153]],
  "total_energy_ev": -82114.502,
  "charge": -2,
  "gap_ev": 5.462,
  "multiplicity": 1,
  "e_lumo_ev": 3.739,
  "de_lowest_kcal_mol": 68.7
}

***

# 3
{
  "formula": "C38H58N2O2P2PtSi",
  "method": "ωB97M-V with the def2-TZVPD basis set",
  "symbols": ["Pt", "C", "Si", "C", "C", "C", "C", "C", "C", "P", "C", "C", "C", "C", "C", "C", "C", "C", "C", "C", "C", "C", "C", "C", "C", "C", "C", "C", "P", "C", "C", "C", "C", "C", "C", "C", "C", "C", "C", "C", "C", "H", "H", "H", "H", "H", "H", "H", "H", "H", "H", "H", "H", "H", "H", "H", "H", "H", "H", "H", "H", "H", "H", "H", "H", "H", "H", "H", "H", "H", "H", "H", "H", "H", "H", "H", "H", "H", "H", "H", "H", "H", "H", "H", "H", "H", "H", "H", "H", "H", "H", "H", "H", "H", "H", "H", "N", "N", "C", "O", "O", "H", "H", "H"],
  "coordinates": [[0.17489, -1.23818, -0.39763], [1.24152, -3.30672, 2.59548], [0.84168, -1.65180, 1.77330], [-0.55167, -0.86879, 2.82496], [-0.41842, -0.69802, 4.20471], [-1.40692, -0.09175, 4.96437], [-2.57169, 0.35123, 4.35188], [-2.73586, 0.18189, 2.98644], [-1.73637, -0.41952, 2.22115], [-1.93326, -0.62860, 0.41075], [-2.72148, 0.97871, -0.15881], [-2.13738, 1.49895, -1.48697], [-2.84425, 0.98615, -2.73566], [-4.34451, 1.24118, -2.67210], [-4.94511, 0.59894, -1.42627], [-4.25765, 1.10139, -0.15822], [-3.25541, -1.93443, 0.24994], [-3.24290, -3.01681, 1.33881], [-2.18296, -4.08737, 1.11398], [-2.35643, -4.74398, -0.25013], [-2.26661, -3.68611, -1.34212], [-3.29031, -2.57220, -1.15124], [2.43722, -0.63122, 2.01627], [3.29283, -0.82613, 3.10372], [4.48428, -0.12822, 3.22676], [4.84906, 0.79235, 2.25438], [4.01359, 1.01200, 1.17124], [2.81886, 0.30580, 1.04187], [1.58529, 0.65489, -0.26110], [1.00479, 2.34137, 0.21833], [2.05064, 3.45808, 0.32858], [1.32525, 4.81402, 0.33671], [-0.01993, 4.73246, 1.07736], [0.05617, 3.67799, 2.17537], [0.27260, 2.27835, 1.57156], [2.21881, 0.73059, -2.00638], [2.72624, 2.02741, -2.65072], [4.21442, 2.30496, -2.46236], [5.05121, 1.10284, -2.88982], [4.63236, -0.14848, -2.12457], [3.14981, -0.45527, -2.31906], [1.43520, -3.18637, 3.66575], [2.13421, -3.74198, 2.14067], [0.42577, -4.02253, 2.49451], [0.48926, -1.03268, 4.69725], [-1.27120, 0.03863, 6.03082], [-3.35016, 0.82557, 4.93596], [-3.65010, 0.52870, 2.52071], [-2.36757, 1.65186, 0.62572], [-1.07879, 1.24227, -1.55037], [-2.21085, 2.59422, -1.46475], [-2.63293, -0.07653, -2.86512], [-2.40854, 1.46909, -3.61261], [-4.83386, 0.85433, -3.56814], [-4.53434, 2.32124, -2.64746], [-4.85633, -0.48628, -1.50912], [-6.01349, 0.81871, -1.35775], [-4.69725, 0.62822, 0.72250], [-4.47926, 2.17094, -0.06138], [-4.17713, -1.36297, 0.38595], [-4.22920, -3.49580, 1.31910], [-3.13593, -2.56886, 2.32762], [-2.22754, -4.82686, 1.91706], [-1.19077, -3.62691, 1.15143], [-3.32955, -5.24686, -0.29615], [-1.59649, -5.51510, -0.40250], [-2.39327, -4.12177, -2.33558], [-1.26479, -3.24372, -1.31680], [-4.29550, -2.98528, -1.29753], [-3.14277, -1.82173, -1.92838], [3.03210, -1.55095, 3.86658], [5.13236, -0.30530, 4.07618], [5.78058, 1.33762, 2.33790], [4.30330, 1.73655, 0.42329], [0.29336, 2.61431, -0.56984], [2.78851, 3.43947, -0.46902], [2.59909, 3.32102, 1.26355], [1.16309, 5.14880, -0.69137], [1.96780, 5.55978, 0.81078], [-0.81912, 4.46308, 0.37938], [-0.28700, 5.70798, 1.48644], [-0.84890, 3.67560, 2.78580], [0.88011, 3.92701, 2.85015], [-0.68157, 1.77667, 1.44803], [0.84587, 1.66467, 2.27207], [1.26599, 0.49968, -2.49697], [2.11688, 2.88078, -2.34781], [2.54922, 1.90893, -3.72600], [4.43806, 2.54208, -1.41836], [4.49238, 3.18867, -3.04184], [6.11326, 1.30648, -2.73620], [4.91278, 0.93386, -3.96356], [4.85207, -0.01775, -1.06220], [5.22051, -1.00715, -2.45736], [2.85783, -1.31848, -1.71704], [2.97712, -0.73871, -3.36259], [1.20139, -3.28090, -2.08241], [0.67605, -2.96937, -3.34216], [-0.29963, -1.95244, -3.47261], [-0.96207, -1.96306, -4.50295], [-0.37729, -1.08530, -2.53083], [2.20138, -3.42234, -2.14403], [0.77020, -4.10429, -1.67547], [0.50503, -3.73650, -3.97575]],
  "total_energy_ev": -77127.527,
  "gap_ev": [6.076, 7.841],
  "multiplicity": 3,
  "e_lumo_ev": [0.471, -0.641],
  "de_lowest_kcal_mol": 0.0,
  "s2": 2.01
}

***

# 4
{
  "formula": "C14H3Cl5N2O5RuSe",
  "method": "ωB97M-V with the def2-TZVPD basis set",
  "symbols": ["Ru", "O", "C", "O", "C", "C", "C", "C", "C", "N", "C", "O", "O", "H", "H", "H", "Cl", "C", "C", "Cl", "C", "Cl", "C", "O", "C", "Cl", "C", "Cl", "Se", "C", "N"],
  "coordinates": [[-0.31863, -0.29814, -0.39724], [-1.02897, 2.66594, -3.06817], [-0.93916, 1.89594, -2.13514], [-0.11592, 0.89110, -2.03481], [-1.77161, 2.11109, -0.88353], [-2.67346, 3.12534, -0.63105], [-3.30658, 3.14570, 0.60603], [-3.02175, 2.18175, 1.56556], [-2.10969, 1.19540, 1.24677], [-1.53739, 1.19464, 0.04853], [-1.61780, 0.06296, 2.13113], [-2.03702, -0.05481, 3.26317], [-0.69558, -0.66375, 1.56605], [-2.86699, 3.86171, -1.39753], [-4.03036, 3.92031, 0.82384], [-3.49094, 2.17094, 2.53868], [6.43623, -2.40721, 0.93157], [4.79826, -2.24348, 0.41437], [4.11734, -1.04572, 0.59486], [4.91005, 0.29537, 1.33507], [2.80056, -0.92440, 0.17877], [1.96580, 0.58736, 0.39984], [2.09455, -1.97539, -0.43440], [0.87100, -1.89084, -0.83966], [2.81651, -3.18101, -0.60546], [1.98613, -4.48903, -1.35447], [4.13148, -3.30997, -0.19217], [4.95987, -4.80472, -0.42490], [-2.14498, -1.61932, -1.26029], [-3.62305, -0.53296, -1.05201], [-4.55789, 0.13519, -0.93340]],
  "total_energy_ev": -158329.743,
  "charge": -1,
  "gap_ev": [7.880, 7.259],
  "multiplicity": 2,
  "e_lumo_ev": [2.261, 1.813],
  "de_lowest_kcal_mol": 0.0,
  "s2": 0.76
}

***

# 5
{
  "formula": "C4H19LiNO5",
  "method": "ωB97M-V with the def2-TZVPD basis set",
  "symbols": ["Li", "O", "H", "H", "O", "H", "H", "O", "H", "H", "O", "H", "H", "C", "C", "C", "O", "C", "N", "H", "H", "H", "H", "H", "H", "H", "H", "H", "H", "H"],
  "coordinates": [[-0.35636, -2.93554, -0.01166], [2.28050, -3.91049, -2.81229], [2.71964, -4.75557, -2.71628], [2.99191, -3.27016, -2.82267], [-1.16129, -6.16420, -0.07432], [-1.38592, -6.76718, 0.63433], [-1.95053, -6.12399, -0.61444], [-1.63765, -2.67313, 3.17513], [-2.02185, -3.54904, 3.21256], [-1.81115, -2.29787, 4.03845], [3.01302, -1.83689, 1.38657], [3.50258, -1.03965, 1.18418], [3.59143, -2.33321, 1.96566], [-0.44549, 2.85282, -2.14161], [-0.19498, 1.84583, -1.06472], [-0.28174, 2.48940, 0.36079], [0.41885, 3.71638, 0.53579], [-0.17890, 4.62042, 1.46832], [-1.12215, 0.71439, -1.13691], [-1.41360, 3.33883, -2.02054], [-0.35926, 2.39640, -3.12768], [0.29804, 3.64600, -2.06346], [0.81458, 1.43497, -1.07407], [0.24115, 1.79848, 1.02209], [-1.33734, 2.65377, 0.57712], [-1.09027, 5.02362, 1.02680], [0.62409, 5.34900, 1.58006], [-0.34904, 4.18948, 2.45495], [-1.34510, 0.63847, -2.11906], [-2.05308, 0.94879, -0.82302]],
  "total_energy_ev": -16382.333,
  "charge": 1,
  "gap_ev": 7.725,
  "multiplicity": 1,
  "e_lumo_ev": -4.122,
  "de_lowest_kcal_mol": 61.6
}

***

# 6
{
  "formula": "C13H34N2O5Pd",
  "method": "ωB97M-V with the def2-TZVPD basis set",
  "symbols": ["Pd", "C", "O", "H", "H", "H", "H", "C", "O", "C", "C", "N", "C", "C", "O", "C", "H", "H", "H", "H", "H", "H", "H", "H", "H", "H", "H", "H", "H", "H", "H", "C", "O", "C", "C", "N", "C", "C", "O", "C", "H", "H", "H", "H", "H", "H", "H", "H", "H", "H", "H", "H", "H", "H", "H"],
  "coordinates": [[0.14783, 0.37122, 0.23811], [-3.22585, 3.54153, -0.77598], [-2.49112, 2.77989, 0.19439], [-3.46106, 2.93158, -1.64819], [-4.17148, 3.84394, -0.32605], [-2.71521, 4.38278, -1.24464], [-2.90178, 3.10473, 0.99903], [-0.31455, -3.70771, 1.27958], [0.51502, -2.60794, 1.03836], [1.91655, -3.03627, 1.09198], [2.85680, -1.94382, 0.76742], [2.54595, -0.62355, 1.38933], [2.77831, -0.56365, 2.84613], [1.47781, -0.98151, 3.54066], [0.32118, -0.40644, 2.93047], [-0.92913, -0.58577, 3.69766], [-0.07980, -4.29393, 2.16803], [-0.27650, -4.39377, 0.43343], [-1.27802, -3.19863, 1.30573], [2.08439, -3.77551, 0.30875], [2.22051, -3.60705, 1.96943], [2.82305, -1.78701, -0.31071], [3.87141, -2.27280, 0.99201], [3.26177, -0.03619, 0.98595], [3.04506, 0.41000, 3.25717], [3.49645, -1.31292, 3.17924], [1.43971, -0.67027, 4.58458], [1.45767, -2.06143, 3.68718], [-0.69092, -0.22870, 4.69958], [-1.30432, -1.60156, 3.82219], [-1.75921, -0.08511, 3.19925], [-3.46181, -0.70891, -1.19277], [-2.14374, -0.47491, -1.50348], [-1.86699, -0.77012, -2.85558], [-0.34062, -0.86094, -3.11456], [0.37564, 0.25017, -2.54773], [0.18667, 1.56800, -3.13714], [0.99879, 2.65799, -2.37962], [1.18730, 2.39057, -0.95252], [1.67334, 3.59328, -0.21991], [-3.86326, -1.43288, -1.90185], [-4.00170, 0.23645, -1.24685], [-3.40115, -1.07980, -0.16961], [-2.29821, -0.03337, -3.53333], [-2.31938, -1.73858, -3.06897], [-0.29919, -0.85867, -4.20377], [0.05259, -1.83334, -2.81803], [1.30475, 0.11780, -2.92099], [-0.86741, 1.84544, -3.13500], [0.48403, 1.47638, -4.18179], [0.44725, 3.59708, -2.42458], [2.03127, 2.79514, -2.70097], [2.50677, 4.07748, -0.72890], [1.95150, 3.15715, 0.73953], [1.00283, 4.44450, -0.10188]],
  "total_energy_ev": -30707.585,
  "charge": 2,
  "gap_ev": [8.957, 5.410],
  "multiplicity": 3,
  "e_lumo_ev": [-6.790, -10.289],
  "de_lowest_kcal_mol": 86.8,
  "s2": 2.01
}